{"formula": "C30H20AsCl2N3O9SW", "method": "ωB97M-V with the def2-TZVPD basis set", "symbols": ["W", "O", "As", "O", "O", "C", "C", "C", "C", "C", "C", "S", "O", "O", "O", "H", "H", "H", "H", "H", "Cl", "C", "C", "C", "Cl", "C", "C", "C", "C", "N", "C", "C", "O", "H", "H", "H", "H", "O", "C", "N", "C", "C", "O", "N", "C", "C", "C", "C", "C", "C", "C", "C", "C", "C", "C", "C", "H", "H", "H", "H", "H", "H", "H", "H", "H", "H", "H"], "positions_angstrom": [[-0.7802, -0.8499, -0.2227], [-4.2076, -1.5455, 0.4730], [-3.1154, -0.2027, 0.8259], [-3.7348, 1.1199, 0.1118], [-1.6943, -0.8856, -1.6253], [-2.9252, -0.4057, 2.7375], [-3.9519, -0.9804, 3.4678], [-3.8078, -1.1451, 4.8407], [-2.6393, -0.7558, 5.4748], [-1.5986, -0.1974, 4.7436], [-1.7495, -0.0300, 3.3795], [-0.4341, 0.6625, 2.4199], [-1.1305, 1.3952, 1.3558], [0.4397, 1.3844, 3.2867], [0.2186, -0.5163, 1.7450], [-4.8245, -1.2054, -0.1910], [-4.8531, -1.3052, 2.9654], [-4.6153, -1.5799, 5.4148], [-2.5334, -0.8863, 6.5436], [-0.6799, 0.1177, 5.2192], [-3.3931, -4.5167, 2.1622], [-2.0925, -4.7041, 1.0530], [-1.7199, -6.0010, 0.6328], [-0.6498, -6.2000, -0.1870], [-0.2088, -7.8057, -0.6680], [0.1131, -5.0984, -0.6543], [1.2646, -5.1590, -1.4637], [1.9069, -4.0029, -1.8169], [1.3896, -2.7663, -1.4118], [0.3027, -2.6811, -0.6633], [-0.3169, -3.8286, -0.2577], [-1.3950, -3.6058, 0.6182], [-1.5939, -2.3442, 0.9631], [-2.2941, -6.8455, 0.9871], [1.6331, -6.1208, -1.7941], [2.7948, -4.0164, -2.4309], [1.8378, -1.8409, -1.7385], [2.1265, 0.0819, -4.9194], [1.8480, 0.5855, -3.8660], [2.2608, 1.8132, -3.4006], [1.6881, 2.1204, -2.1031], [1.0162, 0.7799, -1.8807], [0.4254, 0.5768, -0.7271], [1.1092, -0.0693, -2.8151], [0.6931, 3.2732, -2.1699], [-0.6798, 3.0695, -2.2052], [-1.5447, 4.1526, -2.2930], [-1.0421, 5.4413, -2.3617], [0.3313, 5.6499, -2.3324], [1.1934, 4.5717, -2.2274], [2.7209, 2.3161, -0.9926], [2.2775, 2.6644, 0.2823], [3.1802, 2.7767, 1.3254], [4.5349, 2.5632, 1.1004], [4.9792, 2.2297, -0.1689], [4.0727, 2.0966, -1.2146], [2.5523, 2.5242, -4.0499], [-1.1035, 2.0743, -2.1508], [-2.6123, 3.9780, -2.2949], [-1.7175, 6.2842, -2.4275], [0.7302, 6.6551, -2.3762], [2.2633, 4.7380, -2.1674], [1.2232, 2.8367, 0.4621], [2.8194, 3.0210, 2.3158], [5.2409, 2.6563, 1.9154], [6.0338, 2.0664, -0.3509], [4.4179, 1.8211, -2.2023]], "total_charge": 0, "de_lowest_kj_mol": 178.2, "orbital_gap_ev": 7.12, "lumo_ev": -1.76}

---

{"formula": "C30H20AsN3O7S3Sr", "method": "ωB97M-V with the def2-TZVPD basis set", "symbols": ["Sr", "S", "C", "C", "C", "C", "C", "C", "S", "H", "H", "H", "H", "S", "C", "C", "C", "C", "C", "C", "As", "C", "C", "C", "C", "C", "C", "C", "C", "C", "C", "C", "C", "H", "H", "H", "H", "H", "H", "H", "H", "H", "H", "H", "H", "H", "H", "O", "N", "O", "C", "C", "C", "C", "O", "C", "C", "N", "O", "O", "N", "O", "O", "H", "H"], "positions_angstrom": [[0.3873, 2.2287, -1.3106], [-1.4751, 4.5757, -0.7088], [-1.9532, 4.1036, -2.3704], [-3.3119, 4.1524, -2.6993], [-3.8174, 3.8328, -3.9736], [-2.9413, 3.3661, -4.9583], [-1.6200, 3.3531, -4.7442], [-1.0775, 3.7640, -3.4562], [0.6862, 3.9670, -3.4912], [-4.0462, 4.3587, -1.9335], [-4.8598, 3.9175, -4.0501], [-3.2703, 3.0287, -5.9401], [-0.8964, 3.0944, -5.5163], [2.7198, 0.7765, -0.4974], [3.9804, 0.3754, 0.6612], [5.0574, 1.2438, 1.0058], [5.9176, 0.8099, 1.9770], [5.7407, -0.2916, 2.7801], [4.6614, -1.1239, 2.4346], [3.8989, -0.9022, 1.2928], [2.6050, -2.1100, 0.5842], [1.1380, -1.3391, 1.7009], [-0.1831, -1.4506, 1.2863], [-1.2076, -0.7241, 1.9646], [-0.9488, -0.0674, 3.1375], [0.4108, -0.0715, 3.5997], [1.3896, -0.7514, 2.9336], [2.9918, -3.6301, 1.8146], [2.3339, -4.0032, 2.9813], [2.7894, -5.0796, 3.7211], [3.9603, -5.7628, 3.3566], [4.5693, -5.4710, 2.1372], [3.9970, -4.4698, 1.3386], [5.1068, 2.2575, 0.5720], [6.7810, 1.4213, 2.3089], [6.4120, -0.5659, 3.5985], [4.6067, -2.0939, 2.9215], [-0.3849, -1.9370, 0.3512], [-2.1824, -0.6656, 1.4117], [-1.6891, 0.5663, 3.6495], [0.6134, 0.4365, 4.5347], [2.4345, -0.7233, 3.2687], [1.5191, -3.4469, 3.4051], [2.2652, -5.3852, 4.6275], [4.3134, -6.6779, 3.8619], [5.4628, -6.0174, 1.8583], [4.5223, -4.3242, 0.3708], [-7.1789, 1.5270, -2.2238], [-6.3308, 0.9366, -2.8594], [-6.4324, 0.5192, -3.9770], [-5.0272, 0.6840, -2.2521], [-4.7754, 1.2052, -1.0111], [-3.4685, 1.1404, -0.4968], [-2.3618, 0.6524, -1.2646], [-1.1776, 0.5379, -0.7749], [-2.7118, 0.1581, -2.4892], [-4.0282, 0.1023, -2.9822], [-1.6006, -0.3247, -3.3617], [-0.5989, 0.4057, -3.2888], [-1.7363, -1.3683, -3.9989], [-3.3959, 1.8026, 0.8469], [-4.4573, 2.1171, 1.3906], [-2.3001, 1.9916, 1.3562], [-5.5850, 1.6654, -0.4468], [-4.2407, -0.2969, -3.9643]], "total_charge": -2, "orbital_gap_ev": 5.22, "lumo_ev": 3.77}

---

{"formula": "C30H20AsN4PdS2SbSe4", "method": "ωB97M-V with the def2-TZVPD basis set", "symbols": ["Pd", "S", "N", "C", "C", "C", "C", "C", "N", "C", "C", "N", "C", "C", "C", "C", "C", "N", "H", "H", "H", "H", "H", "H", "S", "C", "C", "C", "C", "C", "C", "As", "C", "C", "C", "C", "C", "C", "C", "C", "C", "C", "C", "C", "H", "H", "H", "H", "H", "H", "H", "H", "H", "H", "H", "H", "H", "H", "Se", "Sb", "Se", "Se", "Se"], "positions_angstrom": [[-0.8114, -0.4438, -1.3564], [-0.6897, 7.1754, 0.8111], [-1.6879, 5.9619, 1.2056], [-1.3684, 4.9339, 0.4401], [-1.9950, 3.6265, 0.4744], [-3.0393, 3.3067, 1.3460], [-3.5509, 2.0344, 1.3253], [-2.9839, 1.0928, 0.4631], [-1.9882, 1.3851, -0.3541], [-1.5090, 2.6356, -0.3858], [-0.4207, 2.9428, -1.3588], [-0.0525, 1.9746, -2.2035], [0.9231, 2.2064, -3.0602], [1.5986, 3.4240, -3.1374], [1.2239, 4.4367, -2.2854], [0.1927, 4.2050, -1.3773], [-0.2881, 5.2125, -0.4521], [0.1832, 6.4411, -0.3405], [-3.4296, 4.0674, 2.0101], [-4.3824, 1.7485, 1.9541], [-3.3512, 0.0730, 0.3915], [1.1800, 1.3790, -3.7137], [2.3962, 3.5590, -3.8560], [1.7110, 5.4036, -2.3012], [-0.2122, -2.0873, -2.8098], [0.4715, -3.3290, -1.7802], [1.0484, -4.4130, -2.4732], [1.6622, -5.4590, -1.8225], [1.7092, -5.4744, -0.4314], [1.1321, -4.4308, 0.2677], [0.5129, -3.3501, -0.3724], [-0.3493, -1.9627, 0.7372], [0.6430, -2.4106, 2.4330], [1.9217, -1.9771, 2.7745], [2.4943, -2.3294, 3.9904], [1.7991, -3.1293, 4.8881], [0.5242, -3.5707, 4.5625], [-0.0456, -3.2051, 3.3491], [0.8364, -0.4068, 0.3451], [1.8390, -0.4174, -0.6301], [2.6716, 0.6904, -0.7989], [2.5166, 1.8142, -0.0084], [1.5324, 1.8316, 0.9788], [0.7058, 0.7372, 1.1481], [0.9918, -4.4036, -3.5553], [2.1013, -6.2664, -2.3979], [2.1836, -6.2894, 0.1019], [1.1644, -4.4611, 1.3482], [2.4864, -1.3642, 2.0817], [3.4919, -1.9820, 4.2349], [2.2464, -3.4021, 5.8367], [-0.0282, -4.1976, 5.2531], [-1.0484, -3.5430, 3.1071], [2.0002, -1.3079, -1.2202], [3.4401, 0.6666, -1.5629], [3.1563, 2.6768, -0.1537], [1.4045, 2.7084, 1.6047], [-0.0637, 0.7610, 1.9132], [-4.6484, -1.4336, -5.6122], [-5.1605, -1.0373, -3.2928], [-2.9895, -1.4345, -1.6577], [-6.1730, -2.7957, -1.9927], [-5.8290, 1.2030, -2.6227]], "total_charge": -2, "de_lowest_kj_mol": 18.5, "orbital_gap_ev": 4.16, "lumo_ev": 2.89}

---

no.,E_HOMO (eV)
1,-8.889
2,-1.443
3,-1.273